No. 1
Entry from the OMol25 dataset: a cluster of 2 separate species, C5H15NS in total (wB97M-V/def2-TZVPD).

ΔE to the lowest compared entry with this formula, charge and spin   0.000 eV
Frontier orbital gap   0.3544 Ha
SMILES   CCCS.CCN
Molar mass   121.249 g mol⁻¹
Highest occupied orbital energy   -8.670 eV

```
! RIJCOSX wB97M-V def2-TZVPD def2/J DEFGRID3
* xyz 0 1
C -1.87 2.02 0.56
C -0.80 1.53 1.51
N -1.32 0.46 2.36
H -1.44 2.77 -0.11
H -2.28 1.21 -0.05
H -2.67 2.51 1.11
H 0.06 1.13 0.97
H -0.44 2.39 2.10
H -2.25 0.69 2.71
H -0.72 0.31 3.17
H -0.45 -1.15 0.92
C 1.94 0.71 -1.57
C 1.35 -0.56 -2.16
C 0.09 -1.01 -1.43
S 0.47 -1.80 0.18
H 1.33 1.58 -1.84
H 2.95 0.92 -1.95
H 2.02 0.67 -0.49
H 1.07 -0.38 -3.20
H 2.07 -1.38 -2.16
H -0.47 -1.72 -2.04
H -0.57 -0.16 -1.24
*
```


No. 2
Entry from the OMol25 dataset: a cluster of 2 separate species, C5H15NSi in total at a distorted geometry (wB97M-V/def2-TZVPD).

ΔE to the lowest compared entry with this formula, charge and spin   4.342 eV
Frontier orbital gap   0.2802 Ha
Molar mass   117.268 g mol⁻¹
Highest occupied orbital energy   -7.225 eV

```
! RIJCOSX wB97M-V def2-TZVPD def2/J DEFGRID3
* xyz 0 1
C -2.15 1.08 1.01
C 1.50 1.54 -0.55
C 2.15 -0.19 0.97
C -0.29 -2.53 -0.40
C -1.96 0.40 -0.31
N 1.10 0.32 0.07
Si -0.31 -0.60 -0.47
H -3.08 1.71 0.91
H -2.34 0.54 2.00
H -1.27 1.65 1.37
H 1.02 2.41 -0.03
H 2.67 1.76 -0.54
H 1.23 1.43 -1.60
H 2.07 0.62 1.75
H 2.00 -1.17 1.26
H 3.03 -0.09 0.34
H -1.18 -3.03 -0.79
H 0.51 -2.84 -0.99
H -0.28 -2.72 0.74
H -2.07 0.97 -1.28
H -2.71 -0.40 -0.45
H 0.37 -0.84 -3.01
*
```


No. 3
Entry from the OMol25 dataset: a structure of composition C5H16Ag2FO5 at a distorted geometry (wB97M-V/def2-TZVPD).

ΔE to the lowest compared entry with this formula, charge and spin   0.000 eV
Frontier orbital gap   0.2190 Ha
Molar mass   390.912 g mol⁻¹
Highest occupied orbital energy   -12.097 eV

```
! RIJCOSX wB97M-V def2-TZVPD def2/J DEFGRID3
* xyz 1 1
Ag -0.15 -2.38 1.97
Ag -1.63 0.52 3.42
F -0.91 -0.26 1.40
C -2.31 2.68 -0.05
O -2.79 1.36 0.11
H -2.24 2.92 -1.11
H -3.04 3.42 0.33
H -1.38 2.91 0.49
H -2.08 0.79 0.42
C 3.16 -0.96 1.72
C 2.72 -0.41 0.40
O 1.60 0.45 0.44
O 2.17 -1.93 2.25
H 3.26 -0.18 2.48
H 4.09 -1.52 1.59
H 2.52 -1.21 -0.33
H 3.52 0.22 0.02
H 0.83 0.10 0.90
H 2.63 -2.37 2.97
C -0.82 0.28 -2.28
C -0.63 -1.20 -2.04
O -1.35 -1.68 -0.92
O -2.11 0.60 -2.75
H -0.11 0.62 -3.04
H -0.59 0.83 -1.36
H 0.45 -1.37 -1.90
H -0.90 -1.75 -2.94
H -1.20 -1.04 -0.21
H -2.70 0.57 -1.98
*
```


No. 4
Entry from the OMol25 dataset: a structure of composition C5H16Ag3FO5 at a distorted geometry (wB97M-V/def2-TZVPD).

Frontier orbital gap   0.2677 Ha
Molar mass   498.780 g mol⁻¹
Highest occupied orbital energy   -15.883 eV

```
! RIJCOSX wB97M-V def2-TZVPD def2/J DEFGRID3
* xyz 2 1
Ag 0.92 2.05 -0.05
Ag -2.72 1.65 0.58
Ag -1.87 -1.84 -0.51
F -0.89 0.41 -0.45
C -1.71 0.39 3.09
O -2.92 1.10 3.04
H -1.11 0.68 3.95
H -1.89 -0.68 2.95
H -1.05 0.73 2.30
H -3.20 1.27 3.94
C 0.75 -2.42 1.76
C 1.57 -1.72 0.65
O 1.33 -0.36 0.70
O -0.61 -2.50 1.40
H 0.97 -1.86 2.67
H 1.15 -3.41 1.95
H 1.26 -2.07 -0.34
H 2.64 -1.89 0.77
H 0.48 -0.17 0.29
H -0.98 -2.93 2.17
C 1.12 0.50 -3.15
C 1.12 2.05 -3.36
O 0.55 2.83 -2.33
O -0.23 0.00 -3.12
H 1.67 0.20 -2.25
H 1.65 0.16 -4.03
H 0.61 2.17 -4.32
H 2.16 2.32 -3.51
H -0.27 3.25 -2.58
H -0.52 0.10 -2.21
*
```


No. 5
Entry from the OMol25 dataset: a structure of composition C5H16AgF2N2O9S2 at a distorted geometry (wB97M-V/def2-TZVPD).

ΔE to the lowest compared entry with this formula, charge and spin   0.000 eV
Frontier orbital gap   0.2417 Ha
Molar mass   458.186 g mol⁻¹
Highest occupied orbital energy   -3.846 eV

```
! RIJCOSX wB97M-V def2-TZVPD def2/J DEFGRID3
* xyz -1 1
N 1.31 -1.91 2.73
H 1.07 -2.87 2.96
H 0.63 -1.07 3.07
H 1.35 -1.88 1.67
H 2.25 -1.68 3.07
Ag 0.34 0.35 0.61
N 1.46 -1.55 0.02
S 0.80 -2.51 -1.09
O 1.39 -3.81 -1.14
O 0.35 -1.89 -2.28
F -0.56 -2.79 -0.28
S 3.01 -1.37 -0.64
O 3.01 -0.89 -1.97
O 3.91 -2.37 -0.20
F 3.35 -0.12 0.22
C 1.03 1.09 3.25
O 1.41 1.44 4.38
O 1.54 1.57 2.15
O 0.10 0.14 3.11
C -0.09 3.43 -0.78
C 0.01 2.64 -2.07
O 0.36 1.31 -1.73
H -0.15 4.51 -0.96
H 0.72 3.23 -0.08
H -1.00 3.18 -0.23
H 0.71 3.12 -2.76
H -0.97 2.64 -2.59
H 0.64 0.80 -2.50
C -3.48 -1.08 -1.01
C -2.96 0.32 -0.81
O -2.05 0.42 0.28
H -3.97 -1.45 -0.11
H -2.66 -1.76 -1.23
H -4.16 -1.12 -1.86
H -3.79 1.02 -0.65
H -2.44 0.70 -1.69
H -2.48 0.18 1.11
*
```


No. 6
Entry from the OMol25 dataset: a structure of composition C5H16Be2O7Ti at a distorted geometry (wB97M-V/def2-TZVPD).

ΔE to the lowest compared entry with this formula, charge and spin   1.877 eV
Frontier orbital gap (alpha / beta)   0.0858 / 0.0740 Ha
Molar mass   254.067 g mol⁻¹
Highest occupied orbital energy (alpha / beta)   -17.315 / -17.299 eV
<S²>   3.759

```
! RIJCOSX wB97M-V def2-TZVPD def2/J DEFGRID3
* xyz 3 4
Ti 0.77 -0.50 2.63
Be 1.76 2.30 -0.16
Be -0.56 3.11 2.95
C -0.71 1.00 0.90
O -0.70 2.21 0.61
O -1.22 0.71 1.96
O 0.33 0.41 0.49
C 0.24 1.49 -2.89
O 1.39 2.26 -2.76
H 0.56 0.45 -2.86
H -0.54 1.76 -2.18
H -0.23 1.66 -3.86
H 1.95 1.86 -3.44
C 3.35 -0.39 -1.22
O 3.86 0.93 -1.11
H 2.90 -0.49 -2.21
H 4.00 -1.26 -1.11
H 2.49 -0.62 -0.60
H 4.79 0.90 -1.37
C -4.40 -0.31 2.82
O -3.24 -0.28 3.57
H -4.76 0.69 2.58
H -4.20 -0.75 1.85
H -5.30 -0.78 3.21
H -2.55 0.02 2.97
C 0.22 -3.02 -0.07
O -0.98 -2.34 -0.46
H -0.15 -3.93 0.40
H 0.91 -3.31 -0.87
H 0.68 -2.37 0.67
H -0.68 -1.43 -0.45
*
```


No. 7
Entry from the OMol25 dataset: a cluster of 4 separate species, C5H16IO3 in total (wB97M-V/def2-TZVPD).

ΔE to the lowest compared entry with this formula, charge and spin   0.000 eV
Frontier orbital gap   0.2919 Ha
Molar mass   251.084 g mol⁻¹
Highest occupied orbital energy   -4.471 eV

```
! RIJCOSX wB97M-V def2-TZVPD def2/J DEFGRID3
* xyz -1 1
I -34.98 11.51 -25.80
C -36.57 14.56 -28.91
O -36.92 13.68 -27.86
H -36.83 15.58 -28.64
H -35.50 14.51 -29.15
H -37.10 14.27 -29.82
H -36.10 13.30 -27.49
C -37.63 9.45 -27.76
O -36.36 8.82 -27.65
H -38.36 8.95 -27.12
H -37.57 10.50 -27.46
H -37.95 9.39 -28.80
H -35.81 9.41 -27.11
C -31.00 10.54 -29.95
C -32.31 10.42 -29.19
C -32.72 8.97 -28.95
O -32.16 11.12 -27.96
H -30.19 10.10 -29.38
H -30.75 11.59 -30.12
H -31.08 10.04 -30.92
H -33.11 10.89 -29.79
H -32.75 8.39 -29.88
H -33.72 8.94 -28.52
H -32.01 8.49 -28.28
H -32.89 10.87 -27.38
*
```


No. 8
Entry from the OMol25 dataset: the ion C5H16N2 with charge +2 at a distorted geometry (wB97M-V/def2-TZVPD).

ΔE to the lowest compared entry with this formula, charge and spin   0.765 eV
Frontier orbital gap   0.4700 Ha
SMILES   [NH3+]CCCCC[NH3+]
Molar mass   104.197 g mol⁻¹
Highest occupied orbital energy   -18.919 eV

```
! RIJCOSX wB97M-V def2-TZVPD def2/J DEFGRID3
* xyz 2 1
C 1.94 -1.02 0.59
C 0.56 -0.54 1.03
C 0.19 0.78 0.30
C -0.75 0.74 -0.96
C -2.02 -0.07 -0.84
N -3.10 0.64 -1.64
N 3.06 -0.71 1.59
H 1.96 -2.11 0.31
H 2.22 -0.53 -0.35
H -0.20 -1.31 0.82
H 0.40 -0.43 2.11
H -0.19 1.49 1.07
H 1.10 1.25 -0.07
H -0.04 0.41 -1.75
H -0.91 1.82 -1.05
H -1.93 -1.09 -1.25
H -2.29 -0.04 0.22
H -3.60 1.28 -1.02
H -3.72 0.01 -2.16
H -2.59 1.16 -2.36
H 3.97 -0.95 1.17
H 2.75 -1.11 2.48
H 3.16 0.31 1.72
*
```


No. 9
Entry from the OMol25 dataset: a cluster of 2 separate species, C5H16N2 in total at a distorted geometry (wB97M-V/def2-TZVPD).

ΔE to the lowest compared entry with this formula, charge and spin   5.968 eV
Frontier orbital gap   0.3683 Ha
Molar mass   104.197 g mol⁻¹
Highest occupied orbital energy   -18.582 eV

```
! RIJCOSX wB97M-V def2-TZVPD def2/J DEFGRID3
* xyz 2 1
C -1.64 0.80 2.29
C -0.92 1.09 0.96
C 0.02 -0.05 0.57
C 1.04 0.48 -0.83
C 2.05 -0.71 -1.07
N 2.05 -1.14 -3.10
N -2.60 -0.47 2.13
H -0.85 0.73 3.08
H -2.41 1.57 2.50
H -1.55 1.25 0.08
H -0.59 2.16 1.17
H 0.89 -0.06 1.27
H -0.13 -1.10 0.18
H 1.50 1.40 -0.44
H 0.19 0.67 -1.62
H 3.11 -0.45 -1.22
H 1.95 -1.70 -0.99
H 2.40 -1.52 -4.01
H 2.61 -0.38 -3.41
H 1.21 -0.65 -3.47
H -2.51 -0.15 1.17
H -3.46 -0.35 2.70
H -2.34 -1.41 2.08
*
```


No. 10
Entry from the OMol25 dataset: a cluster of 2 separate species, C5H16N2O in total at a distorted geometry (wB97M-V/def2-TZVPD).

ΔE to the lowest compared entry with this formula, charge and spin   0.858 eV
Frontier orbital gap   0.3615 Ha
SMILES   CNCC[C@H](C)N.O
Molar mass   120.196 g mol⁻¹
Highest occupied orbital energy   -8.932 eV

```
! RIJCOSX wB97M-V def2-TZVPD def2/J DEFGRID3
* xyz 0 1
C -1.13 -1.16 -0.51
C -1.90 0.05 0.04
C -1.08 1.34 0.18
C 0.33 1.21 0.76
C 2.64 0.73 0.22
N 1.28 0.75 -0.24
N -3.07 0.31 -0.81
H -1.73 -2.07 -0.39
H -0.27 -1.41 0.11
H -0.93 -1.02 -1.56
H -2.14 -0.32 1.05
H -1.09 1.82 -0.81
H -1.67 2.02 0.81
H 0.64 2.17 1.18
H 0.27 0.44 1.54
H 3.32 0.53 -0.59
H 3.04 1.67 0.66
H 2.76 0.01 1.03
H 1.14 1.25 -1.10
H -3.91 -0.05 -0.37
H -3.26 1.31 -0.71
H 2.35 -2.70 -0.68
H 2.13 -2.00 0.70
O 2.47 -2.79 0.27
*
```


No. 11
Entry from the OMol25 dataset: a cluster of 2 separate species, C5H16N2O in total at a distorted geometry (wB97M-V/def2-TZVPD).

ΔE to the lowest compared entry with this formula, charge and spin   2.348 eV
Frontier orbital gap   0.3588 Ha
SMILES   CCC[C@@H](N)CN.O
Molar mass   120.196 g mol⁻¹
Highest occupied orbital energy   -8.828 eV

```
! RIJCOSX wB97M-V def2-TZVPD def2/J DEFGRID3
* xyz 0 1
N 1.12 0.11 -1.14
C -0.16 -0.40 -0.67
C -0.87 0.50 0.27
C -0.84 1.95 -0.08
C -1.53 2.04 -1.47
C 0.23 -1.82 -0.05
N -0.74 -2.30 0.94
H 1.52 -0.27 -1.96
H 1.38 1.04 -1.06
H -0.75 -0.61 -1.62
H -1.84 0.09 0.57
H -0.33 0.39 1.26
H 0.19 2.42 -0.09
H -1.43 2.65 0.73
H -0.76 1.61 -2.16
H -2.59 1.82 -1.51
H -1.45 3.16 -1.69
H 0.36 -2.53 -0.71
H 1.27 -1.57 0.38
H -0.89 -3.27 0.99
H -0.63 -2.07 1.94
H 2.44 0.54 1.24
H 2.08 -1.01 1.44
O 2.22 -0.09 1.96
*
```


No. 12
Entry from the OMol25 dataset: a cluster of 2 separate species, C5H16N2O in total at a distorted geometry (wB97M-V/def2-TZVPD).

ΔE to the lowest compared entry with this formula, charge and spin   3.118 eV
Frontier orbital gap   0.3588 Ha
SMILES   CCN(C)CCN.O
Molar mass   120.196 g mol⁻¹
Highest occupied orbital energy   -8.908 eV

```
! RIJCOSX wB97M-V def2-TZVPD def2/J DEFGRID3
* xyz 0 1
N -0.53 -1.39 -2.28
C -1.56 -0.41 -1.66
C -0.86 0.70 -0.78
N -1.38 0.86 0.64
C -0.23 0.64 1.55
C 1.09 1.55 1.33
C -1.75 2.36 0.87
H 0.39 -1.40 -1.91
H -0.49 -1.14 -3.35
H -2.13 -0.03 -2.56
H -2.29 -1.04 -1.07
H 0.22 0.60 -0.88
H -1.06 1.63 -1.35
H 0.32 -0.42 1.50
H -0.52 0.88 2.56
H 1.66 1.71 2.35
H 0.95 2.54 1.08
H 1.59 1.20 0.47
H -1.74 2.73 1.97
H -1.03 3.02 0.30
H -2.81 2.50 0.50
H 4.54 -5.07 0.10
H 3.54 -6.29 0.02
O 4.07 -5.72 0.61
*
```